(a)
Density functional theory data (ωB97M-V with the def2-TZVPD basis set) for an isolated ion of composition C5H11N4 and charge +1.

The SMILES is CC(=[NH2+])/N=C(N)/C=C\N. As for the frontier orbital gap: 0.3446 Ha. The calculation puts the HOMO energy at -12.259 eV.

Geometry as ORCA input:
```
! RIJCOSX wB97M-V def2-TZVPD def2/J DEFGRID3
* xyz 1 1
C -2.098 0.768 0.249
C -2.879 -0.295 -0.213
C -0.684 0.823 0.433
C 1.406 -0.450 0.075
C 2.110 -0.286 -1.219
N -2.551 -1.540 -0.364
N 0.158 -0.142 0.242
N -0.215 1.959 1.067
N 2.049 -1.141 1.044
H -2.471 1.719 0.176
H -3.949 -0.063 -0.405
H 2.763 -1.014 -1.615
H 2.575 0.589 -1.163
H 1.352 -0.115 -2.002
H -3.330 -2.160 -0.422
H -1.799 -2.147 -0.224
H -0.853 2.784 1.209
H 0.687 2.237 0.756
H 1.826 -1.297 2.027
H 2.944 -1.483 0.787
*
```

The Löwdin scheme yields these atomic charges, measured in e: -0.036, -0.138, -0.359, -0.355, 0.029, 0.142, 0.179, 0.150, 0.203, 0.068, 0.152, 0.091, 0.050, 0.117, 0.115, 0.103, 0.144, 0.094, 0.144, 0.106


(b)
Density functional theory data (ωB97M-V with the def2-TZVPD basis set) for an isolated ion of composition C5H11N4 and charge +1.

The SMILES is [H]/N=C/C=C(/N)NC(C)=[NH2+]. As for the frontier orbital gap: 0.3299 Ha. The calculation puts the HOMO energy at -12.258 eV.

Geometry as ORCA input:
```
! RIJCOSX wB97M-V def2-TZVPD def2/J DEFGRID3
* xyz 1 1
C 1.810 0.430 -0.089
C 1.377 1.765 0.276
C 1.074 -0.690 0.182
C -1.262 -0.359 0.103
C -1.292 -0.230 -1.381
N 0.195 2.002 0.671
N -0.200 -0.733 0.827
N 1.616 -1.896 -0.144
N -2.474 -0.176 0.656
H 2.721 0.401 -0.471
H 2.163 2.421 0.199
H -0.824 -1.054 -1.811
H -0.586 0.501 -1.594
H -2.387 -0.141 -1.561
H -0.067 2.906 1.046
H -0.046 -0.515 1.794
H 2.322 -1.984 -0.809
H 1.589 -2.812 0.256
H -2.474 -0.055 1.672
H -3.256 0.219 0.177
*
```

The Löwdin scheme yields these atomic charges, measured in e: -0.005, -0.203, -0.324, -0.313, 0.054, 0.101, 0.159, 0.155, 0.217, 0.068, 0.091, 0.086, 0.077, 0.121, 0.067, 0.170, 0.091, 0.116, 0.145, 0.125


So which one is most stable? That would be (a), about 20.0 kcal/mol below the next structure.


(a)
Density functional theory data (ωB97M-V with the def2-TZVPD basis set) for a single C4H11NP2 molecule.

The SMILES is CCPP(#N)CC. As for the frontier orbital gap (spin up / spin down): 0.2826 / 0.2827 Ha. The calculation puts the HOMO energy (spin up / spin down) at -8.226 / -8.227 eV.

Geometry as ORCA input:
```
! RIJCOSX wB97M-V def2-TZVPD def2/J DEFGRID3
* xyz 0 1
C -2.012 1.566 -1.083
C 2.210 -1.293 1.222
C -2.341 0.329 -0.263
C 2.399 -0.278 0.056
N -1.220 -2.330 -0.654
P -0.906 -0.879 -0.359
P 0.998 0.869 -0.099
H -2.804 2.225 -0.817
H -1.092 2.143 -0.803
H -1.887 1.539 -2.195
H 3.009 -1.326 1.902
H 1.186 -1.033 1.599
H 2.131 -2.250 0.834
H -3.253 -0.073 -0.688
H -2.488 0.600 0.778
H 2.278 -0.942 -0.831
H 3.420 0.252 0.187
H 0.373 0.881 1.213
*
```

The Löwdin scheme yields these atomic charges, measured in e: -0.246, -0.190, -0.436, -0.586, -0.366, 0.628, 0.765, 0.051, 0.000, 0.090, 0.047, 0.020, 0.036, 0.071, 0.065, 0.059, 0.093, -0.101


(b)
Density functional theory data (ωB97M-V with the def2-TZVPD basis set) for a 2-piece molecular cluster, C4H11NP2 overall.

The SMILES is C1N=P1.CP(C)C. As for the frontier orbital gap: 0.2778 Ha. The calculation puts the HOMO energy at -7.968 eV.

Geometry as ORCA input:
```
! RIJCOSX wB97M-V def2-TZVPD def2/J DEFGRID3
* xyz 0 1
C 2.856 0.059 0.293
C -0.816 -0.931 -1.325
C -0.861 1.551 -0.130
C -1.397 -0.923 1.369
N 2.074 1.171 -0.281
P 2.676 0.335 -1.460
P -0.195 -0.077 0.245
H 3.802 0.347 0.815
H 2.412 -0.616 0.912
H -1.917 -0.770 -1.373
H -0.339 -0.367 -2.208
H -0.684 -1.960 -1.130
H -0.200 1.981 -0.924
H -1.771 1.363 -0.723
H -1.122 2.195 0.631
H -0.850 -1.829 1.825
H -1.273 -0.298 2.334
H -2.393 -1.230 1.130
*
```

The Löwdin scheme yields these atomic charges, measured in e: -0.567, -0.299, -0.316, -0.336, -0.421, 0.865, 0.788, 0.052, -0.034, 0.035, 0.045, 0.002, 0.040, 0.033, 0.006, 0.047, 0.048, 0.013


So which one is most stable? That would be (b), about 5.6 kcal/mol below the next structure.


(a)
Density functional theory data (ωB97M-V with the def2-TZVPD basis set) for a single C20H23N3O3S molecule.

The SMILES is O=C(N[C@@H]1C[C@H]2CCC[C@@H](C1)N2Cc1cccs1)c1ccc([N+](=O)[O-])cc1. As for the frontier orbital gap: 0.3002 Ha. The calculation puts the HOMO energy at -8.783 eV.

Geometry as ORCA input:
```
! RIJCOSX wB97M-V def2-TZVPD def2/J DEFGRID3
* xyz 0 1
O 2.318 2.168 1.928
C 1.848 1.110 1.558
N 1.339 0.895 0.331
H 0.817 0.056 0.119
C 1.210 1.940 -0.663
H 1.863 2.755 -0.331
C 1.669 1.415 -2.025
H 1.808 2.261 -2.697
H 2.638 0.932 -1.903
C 0.650 0.419 -2.625
N -0.399 0.184 -1.645
C -1.163 1.402 -1.407
C -0.236 2.442 -0.740
H -0.253 3.376 -1.300
H -0.579 2.660 0.271
C -1.804 1.946 -2.695
C -0.758 2.169 -3.784
H -0.116 3.008 -3.513
C 0.085 0.910 -3.969
H 0.907 1.100 -4.662
H -0.534 0.119 -4.399
H -1.250 2.427 -4.724
H -2.327 2.877 -2.472
H -2.548 1.229 -3.050
H -1.968 1.141 -0.710
C -1.205 -1.005 -1.857
C -1.917 -1.375 -0.597
C -3.253 -1.435 -0.356
C -3.563 -1.799 0.976
C -2.457 -2.003 1.731
S -1.011 -1.766 0.832
H -2.390 -2.282 2.763
H -4.567 -1.898 1.348
H -3.999 -1.230 -1.103
H -1.954 -0.900 -2.659
H -0.524 -1.815 -2.141
H 1.152 -0.540 -2.797
C 1.800 -0.095 2.452
C 2.052 -1.376 1.967
C 2.005 -2.461 2.820
C 1.699 -2.258 4.161
C 1.465 -0.983 4.662
C 1.527 0.096 3.804
H 1.365 1.100 4.164
H 1.244 -0.860 5.712
N 1.627 -3.393 5.047
O 1.874 -4.486 4.584
O 1.317 -3.188 6.201
H 2.197 -3.463 2.469
H 2.299 -1.523 0.928
*
```

The Löwdin scheme yields these atomic charges, measured in e: 0.074, -0.450, 0.111, 0.082, -0.275, 0.148, -0.067, 0.114, 0.120, -0.286, -0.138, -0.276, -0.058, 0.116, 0.124, -0.138, -0.183, 0.101, -0.141, 0.117, 0.112, 0.112, 0.118, 0.108, 0.142, -0.191, -0.507, -0.135, -0.184, -0.391, 1.073, 0.063, 0.101, 0.112, 0.122, 0.129, 0.143, -0.130, -0.061, 0.001, -0.150, 0.021, 0.010, 0.125, 0.121, -0.363, 0.081, 0.082, 0.122, 0.117


(b)
Density functional theory data (ωB97M-V with the def2-TZVPD basis set) for a single C20H23N3O3S molecule.

The SMILES is Cc1ccc(S(=O)(=O)N(C)CC(=O)NCCc2c[nH]c3ccccc23)cc1. As for the frontier orbital gap: 0.3050 Ha. The calculation puts the HOMO energy at -7.672 eV.

Geometry as ORCA input:
```
! RIJCOSX wB97M-V def2-TZVPD def2/J DEFGRID3
* xyz 0 1
C 1.234 -6.581 -1.933
C 0.784 -5.254 -1.405
C 0.027 -4.404 -2.209
C -0.385 -3.172 -1.738
C -0.042 -2.786 -0.456
C 0.706 -3.612 0.358
C 1.118 -4.845 -0.120
H 1.701 -5.497 0.514
H 0.946 -3.284 1.358
S -0.590 -1.183 0.113
O -1.971 -1.015 -0.215
O -0.193 -1.047 1.496
N 0.300 -0.182 -0.856
C -0.318 0.864 -1.630
H -0.069 1.853 -1.238
H 0.009 0.797 -2.671
H -1.393 0.718 -1.569
C 1.719 -0.099 -0.619
H 2.239 -0.025 -1.580
H 2.021 -1.022 -0.119
C 2.143 1.106 0.242
O 2.857 1.986 -0.197
N 1.687 1.045 1.499
H 1.016 0.320 1.740
C 1.933 2.084 2.471
H 2.433 1.647 3.342
H 2.602 2.808 1.998
C 0.631 2.766 2.907
C -0.068 3.391 1.745
C 0.324 4.498 1.050
N -0.554 4.750 0.030
C -1.536 3.802 0.045
C -2.642 3.634 -0.779
C -3.473 2.566 -0.518
C -3.214 1.682 0.534
C -2.118 1.841 1.350
C -1.260 2.916 1.115
H -1.923 1.140 2.147
H -3.881 0.850 0.695
H -4.343 2.405 -1.137
H -2.840 4.317 -1.592
H -0.480 5.508 -0.626
H 1.174 5.133 1.208
H -0.024 2.024 3.366
H 0.873 3.523 3.657
H -0.981 -2.504 -2.340
H -0.240 -4.716 -3.208
H 1.581 -7.224 -1.129
H 2.054 -6.442 -2.638
H 0.424 -7.079 -2.460
*
```

The Löwdin scheme yields these atomic charges, measured in e: -0.047, -0.268, -0.027, -0.047, -0.279, -0.051, -0.028, 0.114, 0.113, 0.686, -0.270, -0.303, -0.281, -0.054, 0.090, 0.098, 0.076, -0.099, 0.137, 0.123, -0.486, 0.054, 0.080, 0.093, -0.163, 0.119, 0.118, -0.119, -0.185, -0.042, 0.084, -0.232, -0.030, -0.100, -0.109, -0.033, -0.138, 0.107, 0.101, 0.099, 0.106, 0.155, 0.127, 0.112, 0.116, 0.119, 0.117, 0.076, 0.087, 0.082


So which one is most stable? That would be (b), about 58.3 kcal/mol below the next structure.


(a)
Density functional theory data (ωB97M-V with the def2-TZVPD basis set) for a 2-piece molecular cluster, H3N2O3S overall.

As for the frontier orbital gap: 0.2722 Ha. The calculation puts the HOMO energy at -3.645 eV.

Geometry as ORCA input:
```
! RIJCOSX wB97M-V def2-TZVPD def2/J DEFGRID3
* xyz -1 1
N -0.590 1.643 -0.745
N -1.130 0.622 -0.406
O -1.798 -0.523 1.712
O 0.038 1.061 1.843
O 1.348 -1.623 -1.478
S -0.483 -0.103 1.117
H 1.816 -2.105 -0.748
H 0.175 2.112 -0.003
H 0.624 -1.084 -1.293
*
```

The Löwdin scheme yields these atomic charges, measured in e: -0.101, -0.281, -0.595, -0.573, -0.088, 0.561, 0.060, 0.082, -0.065


(b)
Density functional theory data (ωB97M-V with the def2-TZVPD basis set) for a 2-piece molecular cluster, H3N2O3S overall.

As for the frontier orbital gap: 0.2758 Ha. The calculation puts the HOMO energy at -3.604 eV.

Geometry as ORCA input:
```
! RIJCOSX wB97M-V def2-TZVPD def2/J DEFGRID3
* xyz -1 1
N 3.089 -0.942 1.935
N 2.651 0.185 1.753
O 0.523 -1.185 2.334
O 0.464 0.211 0.200
O -1.463 1.549 -1.534
S 0.671 0.169 1.695
H -0.776 1.086 -1.058
H 2.366 -1.640 2.213
H -2.150 0.962 -1.861
*
```

The Löwdin scheme yields these atomic charges, measured in e: -0.096, -0.224, -0.621, -0.604, -0.087, 0.650, -0.037, 0.000, 0.018


So which one is most stable? That would be (b), about 17.6 kcal/mol below the next structure.


(a)
Density functional theory data (ωB97M-V with the def2-TZVPD basis set) for a single C9H12N2 molecule.

As for the frontier orbital gap (spin up / spin down): 0.2720 / 0.2722 Ha. The calculation puts the HOMO energy (spin up / spin down) at -7.001 / -7.012 eV.

Geometry as ORCA input:
```
! RIJCOSX wB97M-V def2-TZVPD def2/J DEFGRID3
* xyz 0 1
C -2.997 -1.146 1.555
C -2.178 -2.132 0.903
C -2.696 0.205 1.440
C -1.003 -1.698 0.339
C -1.477 0.564 0.916
C -0.614 -0.371 0.300
C 0.668 0.063 -0.253
C 1.747 -0.956 -0.484
C 2.802 2.046 -1.348
N 0.619 1.317 -0.756
N 1.356 2.323 -1.215
H -3.787 -1.491 2.139
H -2.648 -3.057 0.676
H -3.429 1.008 1.664
H -0.281 -2.370 -0.166
H -1.192 1.615 0.840
H 1.872 -1.277 0.541
H 2.634 -0.499 -1.031
H 1.076 -1.667 -0.982
H 3.349 1.834 -0.333
H 3.038 1.180 -2.039
H 3.468 2.878 -1.727
H -0.326 1.634 -0.977
*
```

The Löwdin scheme yields these atomic charges, measured in e: -0.072, -0.052, -0.090, -0.062, -0.048, -0.198, -0.239, -0.019, -0.194, -0.057, -0.069, 0.075, 0.093, 0.119, 0.104, 0.111, 0.086, 0.084, 0.066, 0.092, 0.058, 0.068, 0.144


(b)
Density functional theory data (ωB97M-V with the def2-TZVPD basis set) for a single C9H12N2 molecule.

As for the frontier orbital gap (spin up / spin down): 0.3036 / 0.2695 Ha. The calculation puts the HOMO energy (spin up / spin down) at -9.011 / -8.854 eV.

Geometry as ORCA input:
```
! RIJCOSX wB97M-V def2-TZVPD def2/J DEFGRID3
* xyz 0 1
C 2.595 0.641 -0.315
C 2.561 -0.682 1.719
C 0.879 -1.555 -0.876
C -0.159 -0.471 -0.714
C 1.853 -0.072 0.631
C 0.209 0.017 0.666
C -0.271 0.537 -1.901
C -0.292 -0.836 1.797
C -0.016 1.599 0.802
N 3.261 1.361 -0.935
N 3.178 -1.339 2.440
H 0.744 -2.498 -0.329
H 1.629 -1.501 -1.713
H -1.109 -1.085 -0.775
H -0.470 -0.082 -2.708
H 0.685 1.097 -2.112
H -1.017 1.361 -1.810
H -0.416 -1.975 1.581
H -1.315 -0.382 1.915
H 0.371 -0.782 2.649
H -1.136 1.974 0.662
H 0.607 1.848 -0.122
H 0.296 2.037 1.748
*
```

The Löwdin scheme yields these atomic charges, measured in e: -0.263, -0.207, 0.138, -0.382, -0.166, -0.492, -0.058, -0.048, -0.026, 0.186, 0.172, 0.090, 0.112, 0.155, 0.047, 0.086, 0.093, 0.121, 0.107, 0.067, 0.121, 0.068, 0.078


So which one is most stable? That would be (a), about 21.5 kcal/mol below the next structure.


(a)
Density functional theory data (ωB97M-V with the def2-TZVPD basis set) for a 2-piece molecular cluster, C2H2Cl3P overall.

As for the frontier orbital gap (spin up / spin down): 0.2548 / 0.2549 Ha. The calculation puts the HOMO energy (spin up / spin down) at -9.472 / -9.474 eV.

Geometry as ORCA input:
```
! RIJCOSX wB97M-V def2-TZVPD def2/J DEFGRID3
* xyz 0 1
C 0.450 -0.097 -0.105
C 1.565 0.664 -0.036
P 2.744 0.126 1.231
Cl 1.959 1.744 -1.311
Cl 4.359 1.055 0.702
Cl 3.457 -1.750 -0.875
H -0.315 0.087 -0.874
H 0.378 -1.072 0.544
*
```

The Löwdin scheme yields these atomic charges, measured in e: -0.108, -1.154, 0.538, 0.604, 0.227, -0.281, 0.073, 0.102


(b)
Density functional theory data (ωB97M-V with the def2-TZVPD basis set) for a single C2H2Cl3P molecule.

The SMILES is C=C(Cl)P(Cl)Cl. As for the frontier orbital gap: 0.3585 Ha. The calculation puts the HOMO energy at -9.613 eV.

Geometry as ORCA input:
```
! RIJCOSX wB97M-V def2-TZVPD def2/J DEFGRID3
* xyz 0 1
C -0.537 0.240 -0.225
C -1.552 -0.497 0.269
P -2.427 -0.470 1.836
Cl -2.461 -2.416 2.204
Cl -2.317 -1.788 -0.672
Cl -1.032 0.064 3.214
H 0.224 0.884 0.280
H -0.299 0.226 -1.356
*
```

The Löwdin scheme yields these atomic charges, measured in e: -0.077, -1.040, 0.089, 0.181, 0.528, 0.164, 0.068, 0.087


So which one is most stable? That would be (b), about 39.5 kcal/mol below the next structure.